Entry one
Here is a single C4H7NO molecule from OMol25. Energies are from ωB97M-V/def2-TZVPD.

```
13
C4H7NO (ωB97M-V/def2-TZVPD)
C -1.117 -0.239 0.837
C -0.796 0.468 -0.561
N 0.162 1.500 -0.157
C 1.142 0.730 0.083
C 1.111 -0.554 -0.746
O -0.118 -0.407 -1.434
H -1.861 0.376 1.335
H -0.313 -0.335 1.602
H -1.472 -1.255 0.667
H -1.703 0.842 -1.035
H 1.794 0.918 0.925
H 1.120 -1.512 -0.210
H 1.958 -0.507 -1.436
```

Values from the calculation:
LUMO energy = 1.01 eV
structure (SMILES) = C[C@H]1N=CCO1
frontier orbital gap = 0.400 Eh

***

Entry two
Here is a single C4H7NO molecule from OMol25. Energies are from ωB97M-V/def2-TZVPD.

```
13
C4H7NO (ωB97M-V/def2-TZVPD)
C -1.571 -1.377 -1.668
N -1.055 -0.494 -0.976
O 0.002 -0.883 -0.090
C 0.631 0.108 0.577
C 1.564 -0.250 1.498
C 0.183 1.524 0.267
H -2.436 -0.997 -2.256
H -1.271 -2.425 -1.705
H 1.988 -1.194 1.568
H 1.927 0.629 2.116
H -0.582 1.411 -0.425
H -0.402 1.824 1.169
H 1.023 2.123 -0.075
```

Values from the calculation:
LUMO energy = 1.10 eV
structure (SMILES) = C=NOC(=C)C
frontier orbital gap = 0.349 Eh

***

Entry three
Here is a single C4H7NO molecule from OMol25. Energies are from ωB97M-V/def2-TZVPD.

```
13
C4H7NO (ωB97M-V/def2-TZVPD)
C 1.948 -0.244 0.414
C 0.593 0.410 0.295
O 0.367 1.534 0.706
C -0.474 -0.363 -0.418
C -1.876 -0.149 0.035
N -1.426 0.411 -1.219
H 2.378 -0.348 -0.591
H 1.870 -1.249 0.845
H 2.612 0.373 1.021
H -0.187 -1.323 -0.840
H -2.014 0.523 0.879
H -2.580 -0.974 -0.046
H -1.211 1.399 -1.081
```

Values from the calculation:
LUMO energy = 1.01 eV
structure (SMILES) = CC(=O)[C@H]1CN1
frontier orbital gap = 0.400 Eh

***

Entry four
Here is a single C4H7NO molecule from OMol25. Energies are from ωB97M-V/def2-TZVPD.

```
13
C4H7NO (ωB97M-V/def2-TZVPD)
C -1.779 -0.213 0.182
C -0.416 -0.405 -0.479
C 0.603 0.652 -0.025
C 1.972 0.105 0.084
N 2.644 -0.950 -0.006
O 3.130 0.625 0.413
H -2.495 -0.960 -0.175
H -1.698 -0.322 1.271
H -2.193 0.781 -0.027
H -0.515 -0.370 -1.571
H -0.034 -1.404 -0.235
H 0.640 1.517 -0.698
H 0.352 1.053 0.966
```

Values from the calculation:
LUMO energy = 0.48 eV
structure (SMILES) = CCCC1=NO1
frontier orbital gap = 0.374 Eh

***

Stability verdict: entry three, ahead by 1.077 eV

***

Entry one
Here is 2 unconnected molecules or ions with the total composition C4H7NO from OMol25. Energies are from ωB97M-V/def2-TZVPD.

```
13
C4H7NO (ωB97M-V/def2-TZVPD)
C 2.159 0.939 0.826
C 0.233 -0.760 -0.367
C -1.238 -1.203 -0.375
N -1.595 0.194 -0.134
C -0.315 0.629 -0.095
O 0.172 1.726 0.122
H 2.547 1.623 0.053
H 1.969 1.623 1.665
H 0.852 -1.124 0.448
H 0.781 -0.860 -1.305
H -1.514 -1.864 0.445
H -1.587 -1.594 -1.328
H -2.465 0.672 0.045
```

Values from the calculation:
LUMO energy = 0.64 eV
frontier orbital gap = 0.336 Eh

***

Entry two
Here is a single C4H7NO molecule from OMol25. Energies are from ωB97M-V/def2-TZVPD.

```
13
C4H7NO (ωB97M-V/def2-TZVPD)
O -2.990 -0.276 1.084
C -1.824 -0.483 0.853
C -0.825 0.639 0.596
N 0.351 0.325 -0.133
C 0.870 -0.107 -1.364
C 1.678 -0.133 -0.078
H -1.409 -1.514 0.837
H -0.527 1.019 1.583
H -1.380 1.451 0.108
H 1.097 0.661 -2.108
H 0.578 -1.073 -1.786
H 1.906 -1.113 0.350
H 2.475 0.604 0.059
```

Values from the calculation:
LUMO energy = 0.96 eV
structure (SMILES) = O=CCN1CC1
frontier orbital gap = 0.349 Eh

***

Entry three
Here is 2 unconnected molecules or ions with the total composition C4H7NO from OMol25. Energies are from ωB97M-V/def2-TZVPD.

```
13
C4H7NO (ωB97M-V/def2-TZVPD)
C 3.067 0.513 0.280
C 0.456 -0.688 -0.261
C -1.684 0.633 0.000
C -0.978 -0.712 0.310
N 1.186 0.271 -0.602
O 3.806 -0.307 -0.024
H 1.025 -1.572 -0.235
H -1.071 1.408 0.389
H -2.490 0.796 0.596
H -1.831 0.790 -1.039
H -1.422 -1.453 -0.282
H -0.808 -0.865 1.284
H 0.744 1.184 -0.417
```

Values from the calculation:
LUMO energy = 0.96 eV
frontier orbital gap = 0.379 Eh

***

Entry four
Here is a single C4H7NO molecule from OMol25. Energies are from ωB97M-V/def2-TZVPD.

```
13
C4H7NO (ωB97M-V/def2-TZVPD)
C -1.238 1.075 0.036
C -0.974 -0.399 -0.299
C 0.350 -0.908 0.262
N 1.529 -0.324 -0.357
C 2.618 0.093 -0.093
O 3.726 0.485 -0.011
H -2.195 1.451 -0.456
H -1.386 1.215 1.122
H -0.439 1.676 -0.348
H -1.778 -1.015 0.188
H -1.020 -0.602 -1.416
H 0.366 -1.997 0.024
H 0.441 -0.749 1.347
```

Values from the calculation:
LUMO energy = 0.76 eV
structure (SMILES) = CCCN=C=O
frontier orbital gap = 0.404 Eh

***

Stability verdict: entry four, ahead by 2.010 eV

***

Entry one
Here is a single C4H7NO molecule from OMol25. Energies are from ωB97M-V/def2-TZVPD.

```
13
C4H7NO (ωB97M-V/def2-TZVPD)
O 1.692 -1.840 1.666
C 1.254 -0.917 1.024
C -0.256 -0.732 0.825
N -0.548 0.169 -0.287
C -0.079 -0.006 -1.527
C -0.878 1.493 -0.243
H 1.923 -0.146 0.569
H -0.640 -0.249 1.730
H -0.717 -1.724 0.719
H -0.632 0.339 -2.387
H 0.910 -0.432 -1.644
H -0.131 2.250 -0.542
H -1.831 1.800 0.190
```

Values from the calculation:
LUMO energy (spin up / spin down) = 0.40 / 0.41 eV
frontier orbital gap (spin up / spin down) = 0.300 / 0.300 Eh

***

Entry two
Here is a single C4H7NO molecule from OMol25. Energies are from ωB97M-V/def2-TZVPD.

```
13
C4H7NO (ωB97M-V/def2-TZVPD)
C -1.134 -0.491 1.196
C -0.411 -0.737 -0.085
N -0.478 0.131 -1.202
C 0.833 -0.013 -0.490
C 1.297 1.389 -0.271
O 0.683 2.335 -0.702
H -1.098 0.563 1.479
H -0.624 -1.103 1.948
H -2.177 -0.805 1.124
H -0.334 -1.786 -0.374
H -0.525 -0.295 -2.114
H 1.663 -0.724 -0.664
H 2.305 1.536 0.154
```

Values from the calculation:
LUMO energy = 0.83 eV
structure (SMILES) = C[C@H]1N[C@H]1C=O
frontier orbital gap = 0.384 Eh

***

Stability verdict: entry two, ahead by 1.834 eV